Below is 11 unconnected molecules or ions with the total composition H22O11, with properties calculated with ωB97M-V with the def2-TZVPD basis set.

Cartesian coordinates (Å):
O: -5.5806 -11.4251 16.4437
H: -4.7747 -11.8762 16.0375
H: -5.7047 -10.5703 16.0053
O: -8.6742 -9.2156 18.2345
H: -8.0315 -8.5726 17.9182
H: -9.5176 -8.8254 18.0603
O: -6.7876 -7.5056 17.2589
H: -5.9365 -7.4760 17.6807
H: -6.7095 -8.1688 16.5650
O: -5.3141 -7.1390 20.7355
H: -6.1427 -6.8115 20.4342
H: -4.6729 -6.4801 21.0209
O: -6.9951 -9.2800 15.0987
H: -6.8714 -8.7718 14.3236
H: -7.2189 -10.0889 14.6716
O: -7.9254 -6.5578 14.8327
H: -7.0765 -6.7572 15.2796
H: -7.7465 -5.8793 14.1366
O: -7.6696 -6.1497 19.7664
H: -7.7033 -6.3653 18.8524
H: -8.2973 -6.6789 20.2666
O: -4.0294 -6.9774 18.1965
H: -3.9206 -6.0600 17.9328
H: -4.3460 -7.0791 19.0677
O: -3.9974 -8.8842 16.2759
H: -3.5249 -9.5540 16.7728
H: -3.9156 -8.1068 16.8115
O: -4.8421 -7.2420 14.1209
H: -4.8741 -7.4406 13.1882
H: -4.7052 -8.0842 14.5430
O: -9.1979 -5.5476 17.1261
H: -10.1315 -5.3248 16.9129
H: -8.9071 -6.0321 16.3367

Its total charge is 0. The orbital gap is 10.642 eV. As for the LUMO energy: 0.15 eV. Its highest occupied orbital energy is -10.5 eV. As for the energy above the lowest of the compared OMol25 structures with the same formula, charge and spin: 25.18 kcal/mol. As for the SMILES: O.O.O.O.O.O.O.O.O.O.O.